Record 1
25
Properties=species:S:1:pos:R:3:lowdin_charge:R:1 method="wB97M-V/def2-TZVPD" relative_energy_ev=0.8864 fmax_ev_per_a=6.7 multiplicity=1 lumo_ev=0.705 charge=0 homo_energy_ev=-9.08
H -2.363 3.429 1.004 0.02
N -2.812 2.724 0.514 0.13
C -2.027 1.826 0.088 -0.33
C -2.631 0.554 -0.267 -0.05
C -2.019 -0.666 -0.555 -0.12
C -2.757 -1.938 -0.480 -0.13
C -0.398 2.145 0.019 -0.06
C 0.808 1.183 0.201 -0.02
C 2.064 1.115 -0.275 -0.28
F 2.491 2.000 -1.223 0.04
C 3.113 0.115 0.123 -0.21
C 2.657 -1.192 0.739 -0.10
H -3.584 0.492 0.179 0.09
H -0.993 -0.746 -0.840 0.08
H -2.326 -2.659 0.304 0.10
H -3.790 -1.863 -0.371 0.04
H -2.629 -2.620 -1.404 0.10
H -0.264 2.917 0.691 0.07
H -0.359 2.663 -0.909 0.09
H 0.659 0.467 0.918 0.06
H 3.672 -0.161 -0.859 0.15
H 3.733 0.674 0.634 0.06
H 1.889 -1.760 0.147 0.09
H 1.968 -0.896 1.566 0.07
H 3.617 -1.665 1.039 0.09

---

Record 2
84
Properties=species:S:1:pos:R:3:lowdin_charge:R:1 method="wB97M-V/def2-TZVPD" relative_energy_ev=0.3352 fmax_ev_per_a=4.8 multiplicity=1 lumo_ev=-0.440 charge=0 homo_energy_ev=-6.71
Pt -0.002 0.059 -0.105 0.83
O 0.824 2.314 -0.403 -0.27
C 0.294 3.482 -0.226 -0.35
C 1.055 4.655 -0.464 -0.03
C 0.543 5.916 -0.270 -0.10
C -0.774 6.087 0.163 -0.12
C -1.551 4.971 0.362 -0.06
C -1.057 3.667 0.178 -0.15
C -2.009 2.607 0.346 -0.09
N -1.852 1.331 0.310 -0.12
N -3.037 0.648 0.421 0.04
C -2.979 -0.569 -0.023 -0.50
O -1.935 -1.128 -0.537 -0.25
C -4.228 -1.373 0.065 -0.14
C -4.149 -2.745 0.276 -0.02
C -5.304 -3.508 0.343 -0.08
C -6.545 -2.907 0.184 -0.10
C -6.625 -1.539 -0.040 -0.09
C -5.472 -0.772 -0.099 -0.03
H 2.066 4.529 -0.828 0.10
H 1.163 6.784 -0.463 0.10
H -1.181 7.077 0.322 0.09
H -2.585 5.088 0.668 0.11
H -3.041 2.935 0.490 0.12
H -3.177 -3.209 0.382 0.09
H -5.236 -4.576 0.516 0.10
H -7.448 -3.502 0.228 0.10
H -7.594 -1.071 -0.167 0.10
H -5.520 0.292 -0.283 0.11
C 3.169 -2.113 -0.880 -0.28
C 3.408 -1.066 0.205 -0.31
P 2.324 0.426 -0.009 0.95
C 2.858 0.896 -1.696 -0.35
C 1.949 0.841 -2.755 -0.10
C 2.342 1.176 -4.040 -0.07
C 3.653 1.561 -4.288 -0.08
C 4.570 1.587 -3.251 -0.08
C 4.177 1.252 -1.963 -0.10
C 3.109 1.526 1.194 -0.33
C 3.070 1.119 2.528 -0.08
C 3.575 1.941 3.522 -0.08
C 4.095 3.184 3.191 -0.08
C 4.122 3.598 1.868 -0.06
C 3.634 2.770 0.869 -0.09
C 2.045 -3.091 -0.556 -0.29
P 0.451 -2.321 -0.016 1.01
C -0.692 -3.604 -0.606 -0.37
C -1.016 -4.707 0.173 -0.08
C -1.864 -5.681 -0.337 -0.08
C -2.401 -5.548 -1.608 -0.08
C -2.082 -4.440 -2.384 -0.06
C -1.226 -3.474 -1.887 -0.10
C 0.434 -2.484 1.807 -0.36
C 1.501 -2.931 2.581 -0.11
C 1.432 -2.893 3.968 -0.08
C 0.294 -2.420 4.601 -0.08
C -0.783 -1.986 3.838 -0.06
C -0.710 -2.009 2.457 -0.09
H 4.084 -2.685 -1.045 0.12
H 2.940 -1.609 -1.820 0.09
H 4.439 -0.710 0.167 0.09
H 3.247 -1.490 1.198 0.06
H 0.929 0.544 -2.557 0.08
H 1.624 1.142 -4.849 0.11
H 3.955 1.841 -5.289 0.10
H 5.597 1.866 -3.446 0.10
H 4.909 1.267 -1.163 0.11
H 2.629 0.161 2.786 0.10
H 3.559 1.618 4.555 0.10
H 4.474 3.834 3.970 0.10
H 4.513 4.575 1.616 0.11
H 3.660 3.090 -0.162 0.09
H 2.359 -3.812 0.200 0.08
H 1.804 -3.658 -1.455 0.09
H -0.616 -4.803 1.175 0.11
H -2.110 -6.549 0.262 0.11
H -3.064 -6.310 -1.996 0.11
H -2.508 -4.331 -3.372 0.11
H -0.988 -2.597 -2.475 0.11
H 2.401 -3.318 2.123 0.09
H 2.278 -3.232 4.553 0.11
H 0.247 -2.389 5.681 0.11
H -1.677 -1.612 4.320 0.11
H -1.550 -1.654 1.873 0.09

---

Record 3
38
Properties=species:S:1:pos:R:3:lowdin_spin:R:1 method="wB97M-V/def2-TZVPD" fmax_ev_per_a=5.6 multiplicity=2 lumo_ev="-2.485 / -7.075" charge=0 homo_energy_ev="-11.78 / -11.78"
Hf -15.860 -14.382 17.671 0.00
C -16.212 -11.181 14.598 0.00
F -15.893 -12.313 13.956 0.00
F -15.184 -10.336 14.444 0.00
F -17.377 -10.748 14.007 0.00
S -16.488 -11.583 16.446 0.00
O -17.249 -12.797 16.573 0.00
O -15.277 -12.200 16.950 0.00
O -16.938 -10.381 17.142 0.00
C -16.288 -18.375 19.570 0.00
F -17.492 -17.781 19.733 0.00
F -15.838 -18.972 20.749 0.00
F -16.451 -19.278 18.601 0.00
S -15.041 -17.001 19.110 0.00
O -15.245 -16.628 17.726 0.01
O -15.449 -15.671 19.623 0.01
O -13.709 -17.388 19.410 0.00
C -16.414 -17.574 14.404 -0.01
F -16.152 -18.303 15.565 0.00
F -15.362 -17.686 13.645 0.00
F -17.557 -18.099 13.815 0.00
S -16.708 -15.704 14.854 -0.02
O -15.585 -14.856 15.349 0.42
O -17.617 -15.170 13.841 0.05
O -17.281 -15.635 16.214 0.52
C -18.785 -13.961 21.052 0.00
F -19.183 -12.793 21.471 0.00
F -17.687 -14.402 21.650 0.00
F -19.847 -14.789 21.358 0.00
S -18.375 -13.879 19.178 0.00
O -17.906 -15.137 18.599 0.01
O -19.531 -13.349 18.448 0.00
O -17.101 -13.139 19.201 0.01
B -13.169 -13.721 18.358 0.00
F -13.550 -14.533 17.294 0.00
F -14.375 -13.467 19.033 0.00
F -12.221 -14.388 19.147 0.00
F -12.751 -12.447 17.890 0.00

---

Record 4
23
Properties=species:S:1:pos:R:3:lowdin_charge:R:1 method="wB97M-V/def2-TZVPD" relative_energy_ev=3.8619 fmax_ev_per_a=5.6 multiplicity=1 lumo_ev=-0.212 charge=0 homo_energy_ev=-7.87 smiles="C[C@@H](O)C1=c2ccccc2=NC1"
C -0.769 -2.086 2.163 -0.05
C 0.567 -1.490 1.589 -0.32
O 0.976 -2.430 0.713 -0.07
C 0.095 0.050 0.834 0.00
C 0.229 0.359 -0.487 -0.15
C 0.959 -0.156 -1.552 -0.06
C 1.085 0.562 -2.669 -0.06
C 0.324 1.809 -2.893 0.00
C -0.346 2.396 -1.818 0.00
C -0.305 1.715 -0.603 -0.31
N -0.877 2.167 0.476 0.09
C -0.716 1.101 1.503 -0.17
H -1.369 -2.386 1.316 0.08
H -1.373 -1.538 2.745 0.02
H -0.537 -2.922 2.864 0.10
H 1.389 -1.357 2.332 0.15
H 0.239 -2.799 0.119 0.15
H 1.336 -1.211 -1.643 0.13
H 1.648 0.155 -3.428 0.07
H 0.416 2.283 -3.765 0.05
H -0.761 3.370 -1.806 0.10
H -1.786 0.847 1.561 0.14
H -0.424 1.562 2.451 0.13

---

Record 5
51
Properties=species:S:1:pos:R:3:lowdin_charge:R:1 method="wB97M-V/def2-TZVPD" relative_energy_ev=3.1345 fmax_ev_per_a=4.9 multiplicity=1 lumo_ev="-10.102 / -10.105" charge=+2 homo_energy_ev="-14.06 / -14.06"
P 0.273 -2.904 1.650 1.04
P -0.285 2.620 1.998 0.95
C -0.901 -0.333 0.315 -0.30
C -0.994 1.123 0.516 -0.39
H -1.683 -1.084 0.231 0.10
H 0.185 -0.732 -0.059 0.00
H -0.182 1.650 -0.012 -0.01
H -1.982 1.535 0.265 0.10
C -1.934 3.392 1.880 -0.28
H -1.885 4.322 2.479 0.07
H -2.653 2.681 2.308 0.04
H -2.184 3.608 0.823 0.07
C 0.648 4.036 1.208 -0.28
H 0.285 4.264 0.189 0.05
H 1.737 3.863 1.198 0.04
H 0.423 4.884 1.884 0.06
C -1.269 -3.875 1.509 -0.23
H -1.209 -4.717 2.227 0.08
H -1.316 -4.226 0.460 0.08
H -2.154 -3.257 1.749 0.06
C 1.537 -4.050 1.033 -0.27
H 2.439 -3.485 0.745 0.05
H 1.138 -4.571 0.150 0.08
H 1.776 -4.771 1.835 0.08
Zr 0.742 -0.282 1.664 1.18
C 1.010 1.695 -2.098 -0.11
C -0.327 1.750 -2.034 -0.16
C -1.370 0.875 -2.610 -0.15
C -0.887 -0.541 -3.012 -0.15
C -0.035 -1.288 -2.044 -0.15
C 1.303 -1.239 -1.901 -0.14
C 2.255 -0.472 -2.743 -0.17
C 1.791 0.964 -3.128 -0.17
C 0.963 -1.080 3.796 -0.27
H 1.589 2.408 -1.506 0.11
H -0.768 2.587 -1.491 0.10
H -1.812 1.303 -3.532 0.15
H -2.200 0.791 -1.882 0.11
H -1.826 -1.099 -3.128 0.13
H -0.418 -0.465 -4.001 0.12
H -0.600 -2.023 -1.461 0.10
H 1.801 -1.824 -1.131 0.08
H 2.477 -0.971 -3.712 0.14
H 3.210 -0.389 -2.189 0.12
H 2.720 1.519 -3.311 0.12
H 1.244 0.889 -4.077 0.12
H 1.196 -0.108 4.298 0.05
H 1.766 -1.800 4.070 0.02
H 0.030 -1.466 4.231 0.00
N -2.372 0.164 3.424 0.04
C -1.294 0.125 2.927 -0.44

---

Record 6
34
Properties=species:S:1:pos:R:3:lowdin_charge:R:1 method="wB97M-V/def2-TZVPD" relative_energy_ev=0.6384 fmax_ev_per_a=1.0 multiplicity=1 lumo_ev=0.061 charge=0 homo_energy_ev=-10.38
Ne -0.014 -0.466 0.001 0.05
O 1.404 0.962 -3.094 -0.04
H 1.247 1.735 -2.552 0.00
H 1.975 1.273 -3.796 0.04
O -0.675 -2.643 3.359 -0.04
H -1.375 -2.066 3.054 0.03
H -0.766 -3.434 2.828 0.05
O 1.040 -0.089 3.057 -0.03
H 0.432 -0.827 3.114 0.00
H 0.935 0.373 3.888 0.05
O -1.982 0.656 2.701 -0.03
H -1.249 1.272 2.703 0.05
H -2.527 0.929 3.439 0.06
O 3.333 -1.408 -1.061 -0.05
H 2.490 -1.684 -1.419 -0.01
H 3.785 -2.226 -0.854 0.04
O -4.210 0.664 1.040 -0.06
H -3.421 0.641 1.583 -0.04
H -4.006 1.292 0.347 0.02
O 1.004 -2.094 -2.680 -0.05
H 1.031 -1.243 -3.116 0.02
H 0.334 -1.996 -2.003 0.00
O -1.809 -2.450 -2.111 -0.05
H -1.808 -2.479 -3.068 0.04
H -2.735 -2.440 -1.871 0.04
O 1.486 2.783 -0.577 -0.07
H 0.566 2.540 -0.687 -0.03
H 1.869 2.056 -0.086 -0.02
O 2.616 0.679 0.779 -0.06
H 1.990 0.381 1.439 -0.01
H 3.101 -0.110 0.535 0.02
O -1.221 2.881 -1.370 -0.04
H -1.157 3.836 -1.335 0.05
H -1.684 2.702 -2.189 0.05